Entry from the OMol25 dataset: C23H23AsInP as an isolated structure (wB97M-V/def2-TZVPD).

Values from the calculation:
Gap between HOMO and LUMO ... 5.87 eV
Net charge ... 0

Each line ends with the Mulliken charge.
CARTESIAN COORDINATES (ANGSTROEM)
In: -2.6968 0.4520 -0.8053  0.43
As: 0.2274 -0.6573 0.0159  0.44
P: -2.9983 2.8791 -1.4183  -0.06
C: 1.5940 1.1271 -3.5258  -0.63
C: -2.7008 -2.2056 -2.4538  -0.67
C: -1.5504 0.6666 3.6130  -0.63
C: -0.0917 0.3173 1.7118  0.34
C: 0.8889 2.0824 -0.9789  -0.20
C: -1.2848 0.0346 2.3936  -0.22
C: 2.0061 -1.3528 0.5983  0.17
C: 3.2229 -0.9130 0.0632  -0.11
C: 1.6180 2.4985 -3.2564  -0.47
C: 1.2142 0.2261 -2.5258  -0.45
C: 4.4276 -1.4289 0.5584  -0.59
C: -0.6188 1.5653 4.1496  -0.44
C: -3.8690 -1.4446 -2.1640  -0.70
C: 0.8514 1.1984 2.2536  -0.35
C: 0.8924 0.7104 -1.2420  0.07
C: 1.9927 -2.3360 1.6029  -0.46
C: -4.1599 -1.6294 -0.7417  -0.43
C: -3.1543 -2.5090 -0.2244  -0.56
C: 0.5747 1.8317 3.4720  -0.74
C: 1.2560 2.9743 -1.9894  -0.67
C: -2.2581 -2.8286 -1.2669  -0.49
C: 3.2016 -2.8454 2.0951  -0.60
C: 4.4178 -2.3900 1.5761  -0.44
H: -1.3680 -3.4331 -1.1633  0.50
H: 3.2365 -0.1649 -0.7298  0.26
H: 1.1577 -0.8483 -2.7286  0.38
H: 1.2981 2.5301 3.8924  0.37
H: 5.3587 -2.7855 1.9635  0.35
H: -4.1898 3.3040 -0.7112  0.10
H: 0.5732 2.4450 -0.0009  0.59
H: -0.8314 2.0542 5.1047  0.36
H: 1.2525 4.0473 -1.7915  0.42
H: -5.1103 -1.3919 -0.2677  0.55
H: 3.1915 -3.5976 2.8880  0.36
H: 1.0414 -2.6907 2.0057  0.36
H: 1.7935 1.3819 1.7373  0.52
H: -3.2238 3.0079 -2.8434  0.11
H: -1.8794 3.7204 -1.0231  0.13
H: -2.2565 -2.3110 -3.4409  0.41
H: -2.4813 0.4485 4.1416  0.40
H: 1.9108 3.2002 -4.0434  0.37
H: 5.3770 -1.0754 0.1486  0.37
H: 1.8647 0.7503 -4.5153  0.39
H: -2.0055 -0.6746 1.9637  0.25
H: -4.5753 -1.0393 -2.8867  0.54
H: -3.1368 -2.9006 0.7894  0.40



Entry from the OMol25 dataset: one molecule with the formula C8H11N (wB97M-V/def2-TZVPD).

Values from the calculation:
Gap between HOMO and LUMO ... 8.97 eV
SMILES ... [H]/N=C/[C@H]1[C@]2(C)[C@H]3[C@H](C)[C@@]312
Relative energy (zero: lowest compared OMol25 entry of this formula, charge and spin) ... 552.8 kJ/mol
Net charge ... 0

Each line ends with the Mulliken charge.
CARTESIAN COORDINATES (ANGSTROEM)
N: -3.1920 -1.2352 -0.3121  -0.54
C: -1.0456 -0.1506 -0.6056  -0.07
C: -0.0969 1.0546 -0.3245  1.10
C: 2.3709 -1.6887 0.1269  -1.37
C: 1.6752 -0.3886 0.3265  0.51
C: -0.4252 2.3262 0.3505  -1.40
C: 0.1633 -0.2977 0.2612  -0.52
C: 1.2396 0.4734 -0.8324  -0.74
C: -2.5101 -0.3287 0.2471  -0.05
H: 1.3341 0.0943 -1.9188  0.18
H: -1.3615 2.8662 -0.0820  0.26
H: 3.3424 -1.5736 0.6221  0.35
H: 0.5545 2.9217 0.3240  0.34
H: 2.3598 -2.1006 -0.9650  0.27
H: -4.1652 -1.4191 0.0916  0.24
H: 2.1656 -0.0298 1.2356  0.28
H: -2.4468 0.3888 1.1367  0.24
H: -0.6661 2.1349 1.3432  0.39
H: -1.0171 -0.6745 -1.6675  0.20
H: 1.7213 -2.3728 0.6426  0.33



Entry from the OMol25 dataset: a 2-piece molecular cluster, C3H11NS overall (wB97M-V/def2-TZVPD).

Values from the calculation:
Multiplicity ... 2
Gap between HOMO and LUMO (alpha / beta) ... 2.60 / 8.37 eV
Relative energy (zero: lowest compared OMol25 entry of this formula, charge and spin) ... 88.3 kJ/mol
Net charge ... -1

Each line ends with the Löwdin spin population.
CARTESIAN COORDINATES (ANGSTROEM)
S: 1.8827 -1.0954 -0.2123  0.10
N: -0.2753 0.9421 -0.5380  0.03
C: -1.0235 0.6489 -1.7478  0.22
C: 1.6720 -2.0934 1.3163  0.04
C: -1.0363 1.2801 0.6445  0.26
H: -1.6539 2.1751 0.5216  0.07
H: 2.5109 -2.7850 1.3103  0.00
H: -1.8202 1.3736 -1.9375  0.06
H: -0.3493 1.4414 1.4777  0.04
H: 1.7124 -1.4642 2.1984  0.01
H: -0.3277 0.6165 -2.5892  0.04
H: -1.4805 -0.3407 -1.6499  0.02
H: 0.6900 -0.1446 -0.2288  0.00
H: -1.6954 0.4546 0.9109  0.03
H: 0.7402 -2.6433 1.2380  0.01
H: 0.4537 1.6344 -0.7140  0.08



Entry from the OMol25 dataset: a 2-piece molecular cluster, C32H30NO5PS overall (wB97M-V/def2-TZVPD).

Values from the calculation:
Gap between HOMO and LUMO ... 6.92 eV
SMILES ... Cc1ccccc1Cc1cccc2c1C(=O)c1ccc(P(C)O)c(CCCS)c1C2=O.O=[N+]([O-])c1ccccc1
Net charge ... 0

Each line ends with the Mulliken charge.
CARTESIAN COORDINATES (ANGSTROEM)
S: -4.2439 -5.4428 0.8492  -0.28
P: -6.6290 -1.3436 -2.7459  0.30
O: 1.8685 3.6878 2.1921  -0.57
O: 2.0179 2.0606 3.6104  -0.60
O: 0.0490 1.2199 -2.2041  -0.59
O: -0.9241 -3.9640 -2.6034  -0.58
O: -6.8433 -2.6372 -3.9001  -0.52
N: 2.0245 3.2509 3.3202  1.07
C: 2.3863 -3.1125 0.3740  -0.56
C: 2.4629 3.7554 5.6983  -0.24
C: -7.3804 0.1696 -3.6658  -1.00
C: -3.7062 -2.1885 -2.3210  0.37
C: 6.7583 1.1286 -1.7402  -0.42
C: 3.8873 1.0862 -0.4435  0.09
C: -0.2910 0.1149 -1.7082  0.29
C: -2.8688 0.8433 -1.9645  -0.95
C: -1.0102 -2.8611 -2.0064  0.32
C: -4.9875 -5.6510 -0.8407  -0.60
C: 2.6930 4.6738 6.7171  -0.51
C: 2.2421 4.2149 4.4009  -0.02
C: 5.0195 1.2054 2.1079  -1.23
C: 1.8841 -0.4947 -0.1277  0.33
C: -4.3563 0.4427 -2.2094  -0.47
C: 0.2707 -2.4394 -1.1142  0.37
C: 5.4961 1.0750 -2.6836  -0.62
C: 2.6971 6.0375 6.4385  -0.38
C: -5.3016 -4.1825 -1.4544  -0.52
C: 2.2375 5.5792 4.1170  -0.20
C: -2.2175 -1.8371 -2.0819  0.07
C: 2.4657 6.4904 5.1428  -0.50
C: 5.1386 1.1503 0.4933  0.88
C: 4.1038 1.0595 -1.9894  -0.35
C: -1.8386 -0.3128 -1.9119  0.13
C: 2.7511 -1.6158 0.5275  -0.43
C: -4.7973 -1.0583 -2.4083  0.44
C: 6.5617 1.1820 -0.1840  -0.59
C: -4.1698 -3.6997 -2.5255  -0.82
C: 2.3435 1.0181 0.0833  0.40
C: 0.6469 -0.9129 -0.9537  0.42
C: 1.1308 -3.5419 -0.4605  -0.76
H: -6.7620 0.4878 -4.5721  0.32
H: 5.6476 1.0677 -3.8195  0.31
H: -6.3018 -4.2777 -2.0207  0.19
H: 4.0338 0.7944 2.5027  0.25
H: 2.3917 1.2639 1.1975  -0.54
H: 2.0617 5.9448 3.1111  0.43
H: -7.7964 -2.6343 -4.1741  0.30
H: -5.1419 1.2637 -2.2525  0.17
H: 7.7801 1.1274 -2.2391  0.30
H: -3.3317 -4.4718 -2.4597  0.44
H: -3.1794 -6.3625 0.8649  0.13
H: -5.9713 -6.2265 -0.7482  0.31
H: 2.8826 6.7514 7.2355  0.37
H: 2.8724 4.3265 7.7293  0.37
H: 0.9300 -4.6696 -0.5453  0.34
H: 1.7755 1.7891 -0.5320  0.43
H: -8.3972 -0.1918 -4.0874  0.34
H: 3.0824 -3.8904 0.8590  0.30
H: 7.5345 1.2277 0.4240  0.27
H: -5.4838 -3.4060 -0.6256  0.46
H: 2.4623 2.6956 5.9284  0.43
H: -4.3158 -6.1926 -1.5923  0.41
H: -2.5630 1.9465 -1.8378  0.34
H: 3.6796 -1.3061 1.1063  0.16
H: 5.1744 2.3177 2.3935  0.33
H: -4.6048 -3.7651 -3.5959  0.31
H: -7.5952 1.0160 -2.9283  0.31
H: 2.4672 7.5546 4.9321  0.36
H: 5.9160 0.6569 2.5930  0.36
H: 3.1810 1.0126 -2.6711  0.26



Entry from the OMol25 dataset: one molecule with the formula CH2O3 (wB97M-V/def2-TZVPD).

Values from the calculation:
Gap between HOMO and LUMO ... 11.95 eV
SMILES ... O=C(O)O
Relative energy (zero: lowest compared OMol25 entry of this formula, charge and spin) ... 75.5 kJ/mol
Net charge ... 0

Each line ends with the Mulliken charge.
CARTESIAN COORDINATES (ANGSTROEM)
O: -0.0779 1.2080 -0.0724  -0.37
O: -1.0528 -0.5468 -0.0078  -0.43
O: 1.2881 -0.6231 -0.0433  -0.55
C: 0.1904 -0.0612 0.0286  0.68
H: 0.7104 1.5046 0.2015  0.31
H: -1.0582 -1.4815 -0.1066  0.35



Entry from the OMol25 dataset: C32H43BF6HoN6O3S4 as an isolated structure (wB97M-V/def2-TZVPD).

Values from the calculation:
Multiplicity ... 5
Gap between HOMO and LUMO (alpha / beta) ... 6.78 / 6.77 eV
Net charge ... -1

Each line ends with the Löwdin spin population.
CARTESIAN COORDINATES (ANGSTROEM)
Ho: 1.0003 -0.7867 -0.8093  4.03
S: -1.0927 0.6708 -2.2884  0.00
S: 2.4775 -1.4863 1.3646  0.00
S: -1.0178 -2.4933 0.5159  0.00
S: -0.0444 1.1524 1.2093  0.00
F: 1.5058 2.2085 -1.5612  0.00
F: 3.6071 0.5976 -4.8691  0.00
F: 2.9186 1.3269 -0.2222  0.00
F: 3.7630 2.5740 -4.0537  0.00
F: 3.5064 3.0044 -1.4522  0.00
F: 1.8374 1.6641 -4.2931  0.00
O: 2.0620 -2.8546 -1.3957  0.00
O: 2.2755 -0.1996 -2.4083  -0.01
O: 0.1014 -2.3564 -2.2700  0.00
N: -2.9617 -0.6978 -0.9408  0.00
N: -2.6772 -1.4735 -2.9824  0.00
N: -1.5916 -1.8061 3.0982  0.00
N: -2.4685 1.5782 0.1406  0.00
N: -2.4939 -0.4973 1.5738  0.00
N: -1.2869 3.4276 0.2730  0.00
C: 3.0933 1.4023 -3.9294  0.00
C: -0.3861 4.5145 0.6587  0.00
C: -3.1897 2.5803 -0.4413  0.00
C: -3.8074 -1.7564 -1.1128  0.00
C: -2.8335 -0.0159 2.8066  0.00
C: 3.2222 -0.1472 3.6328  0.00
C: -1.2830 2.0898 0.5360  0.00
C: 0.8428 4.0333 1.4180  0.00
C: 3.6177 -0.6738 2.3999  0.00
C: -1.9390 -3.2037 -4.5398  0.00
C: -3.5761 -1.4087 -5.2227  0.00
C: 5.5115 0.2561 4.2341  0.00
C: 0.4541 -3.1568 3.3611  0.00
C: -2.2877 -0.8150 3.7452  0.00
C: -1.1688 -0.8519 -4.8619  0.00
C: -2.4741 3.7170 -0.3649  0.00
C: 3.1852 0.7679 -2.5111  0.00
C: 4.6467 0.3562 -2.2351  0.00
C: 5.9143 -0.2281 2.9994  0.00
C: 0.0627 5.2568 -0.6058  0.00
C: -3.6397 -2.2349 -2.3601  0.00
C: -2.3255 -1.7236 -4.3854  0.00
C: -1.1184 -2.8642 5.2569  0.00
C: 1.0825 -3.1074 -2.0988  0.00
C: -1.8451 -4.2020 3.2670  0.00
C: 4.1592 0.3071 4.5369  0.00
C: 2.8052 1.8608 -1.4650  0.00
C: -2.2506 -0.5463 -2.0801  0.00
C: -1.7039 -1.5742 1.7598  0.00
C: -1.0182 -2.9979 3.7348  0.00
C: -1.1794 5.4561 1.5772  0.00
C: 4.9821 -0.6852 2.0925  0.00
B: -3.0719 0.1772 0.3186  0.00
H: -3.8927 -0.3841 -5.0443  0.00
H: 0.5658 3.4101 2.2605  0.00
H: -4.4525 -2.0871 -0.3254  0.00
H: -2.7894 -3.8641 -4.3822  0.00
H: -0.6898 -3.7529 5.7140  0.00
H: 2.1686 -0.1115 3.8690  0.00
H: 0.8095 6.0013 -0.3452  0.00
H: 6.2455 0.5941 4.9536  0.00
H: -3.4398 0.8612 2.9112  0.00
H: -0.2820 -1.0381 -4.2598  0.00
H: -3.3481 -1.5253 -6.2792  0.00
H: -0.5439 6.2797 1.8878  0.00
H: 0.5723 -3.3502 2.2997  0.00
H: 0.5039 4.5594 -1.3107  0.00
H: 4.7071 -0.0508 -1.2261  0.00
H: -1.1653 -3.4392 -3.8151  0.00
H: -1.4198 0.2026 -4.7820  0.00
H: -1.4512 -5.1185 3.6977  0.00
H: -0.9424 -1.0830 -5.9011  0.00
H: 5.3124 1.2114 -2.3407  0.00
H: -1.5515 -3.3858 -5.5402  0.00
H: -4.1363 -3.0509 -2.8397  0.00
H: -1.7976 -4.2669 2.1828  0.00
H: 1.3957 4.8986 1.7768  0.00
H: 1.0119 -2.2518 3.5885  0.00
H: -4.3987 -2.0744 -4.9705  0.00
H: -2.0496 5.8718 1.0771  0.00
H: 1.0611 -4.0974 -2.6294  0.00
H: -2.7165 4.6946 -0.7181  0.00
H: -4.1530 2.3944 -0.8640  0.00
H: -4.2435 0.3412 0.5297  0.00
H: 6.9682 -0.2563 2.7519  0.00
H: -0.5529 -2.0017 5.6009  0.00
H: 0.8939 -3.9824 3.9161  0.00
H: 4.9243 -0.4279 -2.9327  0.00
H: -0.7633 5.7600 -1.0983  0.00
H: -2.1534 -2.7803 5.5849  0.00
H: 3.8404 0.7019 5.4950  0.00
H: -1.5138 4.9194 2.4619  0.00
H: -2.8865 -4.0877 3.5690  0.00
H: 5.2954 -1.0902 1.1404  0.00
H: -2.3422 -0.7304 4.8097  0.00
H: 1.4936 3.4486 0.7803  0.00



In order of appearance, max |F| = 3.42; 4.90; 0.95; 4.69; 6.12; 2.34 eV Å⁻¹.
In order of appearance, calculated total energy = -3657.32706; -365.92750; -573.75509; -2407.31969; -265.02741; -4964.77775 Eh.